An isolated molecule of C15H20N4OS. Source: the OMol25 dataset; level of theory: ωB97M-V/def2-TZVPD.

**Energy above the lowest of the compared OMol25 structures with the same formula, charge and spin**: 518.37 kJ/mol
**Spin multiplicity**: 1
**E_tot**: -34718.9766 eV
**M**: 304.4 g mol⁻¹
**LUMO**: -0.2 eV
**Orbital gap**: 8.712 eV
**SMILES**: CCCCn1nnnc1SCC(=O)c1ccc(C)c(C)c1
**Highest occupied orbital energy**: -8.87 eV

Each line ends with the Löwdin charge.
CARTESIAN COORDINATES (ANGSTROEM)
N1 2.26 3.48 2.18  0.056
C1 2.59 -0.91 -1.24  -0.392
H1 -0.97 -5.94 -1.88  0.101
C2 1.68 -2.06 -1.26  -0.163
C3 -1.02 -5.40 -0.92  -0.054
H2 -3.72 4.18 3.54  0.099
C4 -0.16 -4.19 -0.89  -0.219
H3 1.73 0.22 -2.85  0.049
H4 -3.71 3.09 2.01  0.060
H5 0.30 -1.47 -2.92  0.122
H6 0.08 2.84 3.14  0.116
H7 -0.42 4.77 1.02  0.114
H8 -1.34 3.44 0.54  0.081
H9 -2.02 -5.22 -0.61  0.069
C5 -0.03 2.74 2.06  -0.125
C6 0.51 -2.10 -2.04  0.017
S1 0.97 1.25 -0.84  0.970
N2 3.04 2.77 0.21  -0.006
C7 1.82 2.33 0.25  -0.625
H10 -1.65 -2.57 -3.51  0.063
C8 -0.41 -3.14 -1.84  -0.196
H11 -1.87 5.21 3.04  0.122
H12 1.28 -4.85 0.59  0.117
H13 2.87 -3.19 0.18  0.121
O1 3.65 -0.96 -0.61  0.061
H14 -2.52 2.82 3.57  0.086
C9 1.04 -4.16 -0.21  -0.045
C10 -0.92 3.87 1.42  -0.198
H15 -2.59 5.21 1.50  0.078
C11 1.95 -3.16 -0.40  -0.003
H16 -2.61 -3.18 -2.26  0.076
H17 -1.70 -4.15 -3.34  0.094
N3 3.32 3.63 1.27  0.002
H18 -0.66 1.88 1.72  0.118
N4 1.34 2.73 1.51  -0.148
H19 -0.62 -6.10 -0.16  0.090
C12 2.23 0.49 -1.93  -0.345
H20 3.11 1.04 -2.30  0.102
C13 -1.64 -3.25 -2.69  -0.066
C14 -3.07 3.49 2.81  -0.123
C15 -2.10 4.54 2.14  -0.277

=====

A structure of composition C3H3F2N. Source: the OMol25 dataset; level of theory: ωB97M-V/def2-TZVPD.

**Energy above the lowest of the compared OMol25 structures with the same formula, charge and spin**: 371.92 kJ/mol
**Spin multiplicity**: 1
**E_tot**: -10080.4143 eV
**M**: 91.1 g mol⁻¹
**LUMO**: 0.4 eV
**Orbital gap**: 12.782 eV
**Highest occupied orbital energy**: -12.33 eV

Each line ends with the Löwdin charge.
CARTESIAN COORDINATES (ANGSTROEM)
C1 0.39 0.38 0.23  -0.733
C2 -0.55 0.81 1.22  -0.086
H1 -0.28 0.29 -1.98  0.208
H2 0.65 -1.62 -1.19  0.159
F1 1.44 -0.26 0.88  0.036
C3 -0.13 -0.62 -0.80  -0.039
F2 1.09 1.38 -0.25  0.095
N1 -1.38 0.79 2.12  0.193
H3 -1.24 -1.15 -0.23  0.168

=====

The ion C5H9N2 with charge +1. Source: the OMol25 dataset; level of theory: ωB97M-V/def2-TZVPD.

**Energy above the lowest of the compared OMol25 structures with the same formula, charge and spin**: 454.28 kJ/mol
**Charge**: +1
**Spin multiplicity**: 1
**E_tot**: -8301.0239 eV
**M**: 97.1 g mol⁻¹
**LUMO**: -4.8 eV
**Orbital gap**: 10.251 eV
**SMILES**: C=[N+]1CC=N[C@@H]1C
**Highest occupied orbital energy**: -15.07 eV

Each line ends with the Löwdin charge.
CARTESIAN COORDINATES (ANGSTROEM)
C1 -1.52 -1.14 -0.16  0.098
H1 -3.05 0.60 -0.29  0.181
H2 2.22 -1.47 0.52  0.124
C2 -1.95 0.24 -0.06  -0.167
C3 1.20 -1.49 0.17  0.138
C4 0.17 0.73 0.49  -0.353
H3 0.77 2.55 -0.40  0.093
H4 -1.45 -1.70 -1.20  0.167
N1 0.23 -0.69 0.13  0.029
H5 0.40 0.98 1.50  0.164
H6 1.24 1.27 -1.19  0.035
C5 1.19 1.59 -0.27  0.006
H7 2.13 1.78 0.16  0.086
H8 -1.62 -1.90 0.70  0.154
N2 -1.12 1.17 0.14  0.110
H9 1.18 -2.54 -0.25  0.135

=====

A cluster of 9 separate species, C51H98F5N11O8P in total. Source: the OMol25 dataset; level of theory: ωB97M-V/def2-TZVPD.

**Energy above the lowest of the compared OMol25 structures with the same formula, charge and spin**: 213.82 kJ/mol
**Charge**: -1
**Spin multiplicity**: 1
**E_tot**: -110123.6908 eV
**M**: 1119.4 g mol⁻¹
**LUMO**: 1.5 eV
**Orbital gap**: 6.592 eV
**Highest occupied orbital energy**: -5.07 eV

Each line ends with the Löwdin charge.
CARTESIAN COORDINATES (ANGSTROEM)
C1 -0.83 8.74 3.44  -0.229
H1 -0.32 3.20 4.03  0.091
C2 1.86 -0.25 -2.05  -0.084
O1 -3.17 -7.36 -3.46  0.006
C3 -2.90 0.06 -1.57  -0.207
C4 1.28 0.85 -2.73  -0.212
C5 2.68 -9.56 1.55  -0.534
H2 5.49 4.53 6.15  0.134
H3 3.95 -3.80 -4.27  0.065
H4 5.64 2.67 -2.62  0.096
H5 3.87 -10.66 2.97  0.084
C6 0.11 2.81 0.99  -0.230
H6 6.27 2.20 5.83  0.078
H7 -3.37 4.11 5.46  0.113
H8 2.88 -5.17 -3.94  0.077
C7 4.75 -5.71 -4.80  -0.555
H9 0.36 11.75 4.08  0.061
H10 -1.88 4.43 -4.15  0.107
H11 0.43 0.87 4.39  0.080
C8 2.47 -1.39 -2.63  -0.147
H12 -2.11 -1.38 -0.13  0.054
C9 -0.59 -4.37 0.08  -0.545
C10 -0.27 11.23 3.33  -0.111
C11 6.83 -4.38 -4.24  -0.078
F1 -2.83 2.67 -4.37  -0.107
C12 -2.90 -1.36 -0.92  -0.130
H13 -1.38 0.18 -3.11  0.111
O2 4.28 -6.65 -5.43  0.010
P1 0.48 2.48 -2.02  0.709
H14 1.35 8.45 3.51  0.094
O3 1.99 -8.57 1.68  0.021
H15 -1.24 -2.96 1.53  0.073
H16 -1.90 -4.58 1.77  0.084
H17 3.60 5.73 -4.59  0.097
H18 0.75 -7.22 0.76  0.045
H19 -5.70 -6.34 -3.73  0.088
F2 -1.10 2.21 1.30  0.033
H20 -0.56 -6.52 1.73  0.076
C13 -0.09 5.94 2.80  -0.200
C14 3.72 4.10 5.34  -0.541
H21 -6.96 5.02 5.56  0.080
C15 -7.12 -6.99 -5.17  -0.548
H22 -1.82 -4.77 -4.47  0.094
C16 -0.25 -6.80 0.73  -0.073
N1 6.08 -5.44 -4.89  -0.003
H23 -1.66 8.03 3.66  0.104
C17 2.96 3.15 4.45  -0.002
H24 2.90 -2.19 -2.01  0.097
C18 0.97 6.18 1.67  -0.186
H25 -5.91 -8.09 -3.78  0.089
H26 -6.61 4.81 3.82  0.083
H27 -6.52 -9.20 -7.43  0.079
O4 -0.55 -3.54 -0.81  0.021
H28 1.80 4.60 -0.15  0.087
C19 0.33 6.22 0.22  -0.180
H29 -0.11 4.85 3.01  0.072
H30 2.18 -0.59 -5.77  0.096
H31 -1.12 6.22 2.50  0.105
H32 -4.92 2.36 6.28  0.076
H33 -2.60 -2.14 -1.65  0.063
N2 5.04 3.86 5.55  -0.002
C20 -6.77 -9.19 -6.37  -0.086
H34 -2.16 -5.15 -2.78  0.081
C21 3.92 -4.83 -3.92  -0.016
C22 -2.27 -6.83 -4.09  -0.542
H35 1.92 3.47 4.38  0.056
C23 1.05 5.16 -0.74  -0.221
N3 2.57 -1.55 -3.96  0.020
H36 -0.94 -7.56 0.34  0.083
H37 1.32 6.17 4.48  0.098
H38 -0.93 11.94 2.81  0.059
H39 2.99 2.14 4.87  0.087
N4 2.33 -10.53 0.67  0.009
C24 -1.16 10.14 4.05  -0.245
H40 -0.07 3.88 1.02  0.107
H41 -3.31 0.82 -0.88  0.096
H42 -0.61 -5.63 -3.47  0.077
F3 0.55 0.80 0.29  -0.042
H43 -7.43 -10.04 -6.16  0.079
H44 6.58 -6.07 -5.50  0.134
C25 3.01 -11.78 0.38  -0.077
H45 3.58 1.73 -1.75  0.088
O5 -7.83 -6.01 -5.03  0.028
H46 -4.57 2.15 4.55  0.083
H47 0.30 7.23 -0.22  0.103
H48 -1.27 0.92 3.89  0.083
H49 -0.96 10.09 5.14  0.094
N5 4.77 4.27 -3.64  0.017
C26 0.97 2.10 -0.16  -0.366
H50 3.91 -11.89 0.97  0.072
H51 -2.34 3.63 -2.64  0.089
H52 7.61 -4.83 -3.62  0.078
H53 -1.00 4.30 -0.99  0.073
H54 3.27 -11.80 -0.68  0.084
N6 -1.05 1.70 -1.57  -0.184
C27 0.46 8.14 4.11  -0.203
C28 2.34 4.36 -3.49  -0.088
H55 -2.21 -8.30 -5.42  0.133
H56 -3.87 -1.61 -0.43  0.062
H57 7.29 -3.76 -5.00  0.082
H58 -0.74 8.79 2.34  0.108
H59 0.37 10.71 2.57  0.063
H60 -5.00 -7.25 -5.06  0.068
H61 0.10 3.47 -4.43  0.062
H62 2.34 -12.61 0.59  0.082
C29 3.59 4.83 -3.95  -0.173
H63 -8.34 -7.77 -6.55  0.134
C30 -1.67 -5.51 -3.68  0.001
H64 4.27 -4.89 -2.88  0.085
C31 -0.71 -6.95 -6.08  -0.071
C32 3.48 2.63 -2.36  -0.061
N7 -7.48 -7.96 -6.06  -0.005
C33 -4.90 5.32 5.01  -0.552
H65 -3.52 -0.04 -2.49  0.095
H66 1.72 5.37 1.78  0.103
H67 -1.72 2.25 -1.06  0.063
H68 3.39 3.15 3.45  0.091
C34 1.48 0.67 -4.17  -0.061
N8 -0.57 2.64 4.83  0.026
H69 4.81 -9.85 1.68  0.085
H70 -0.46 1.98 7.52  0.084
C35 -1.28 2.63 7.19  -0.008
C36 -1.89 3.44 -3.62  -0.237
H71 -2.24 10.32 3.87  0.093
C37 5.85 2.78 5.01  -0.084
C38 3.95 -9.77 2.35  -0.010
H72 4.10 -8.91 3.00  0.084
C39 -0.88 3.37 5.93  -0.542
H73 -1.49 3.35 7.97  0.084
H74 1.50 7.13 1.85  0.096
H75 6.67 3.21 4.43  0.081
C40 -1.40 0.40 -2.03  -0.268
H76 0.00 -5.82 -1.14  0.119
H77 1.47 -10.33 0.18  0.143
H78 1.92 -0.25 -0.95  0.093
C41 2.18 3.21 -2.61  -0.210
H79 -5.86 -9.29 -5.78  0.072
H80 -0.72 5.89 0.35  0.088
N9 -0.26 -5.67 -0.18  0.012
C42 2.08 -0.50 -4.67  -0.169
C43 -1.01 -4.02 1.48  -0.005
C44 -0.57 1.19 4.68  -0.067
H81 1.18 1.43 -4.91  0.093
H82 1.62 5.84 -1.41  0.098
H83 -1.11 -6.84 -7.09  0.081
H84 1.44 4.91 -3.81  0.088
C45 -6.38 5.39 4.71  -0.017
C46 -5.85 -7.18 -4.39  -0.025
C47 0.33 6.58 4.16  -0.206
F4 0.85 2.57 2.19  -0.017
H85 -0.82 -0.42 -1.54  0.092
H86 -6.10 2.90 5.07  0.070
H87 -0.31 -6.00 -5.75  0.076
H88 0.09 -7.69 -6.10  0.083
N10 -1.77 -7.43 -5.21  0.003
C48 -0.01 4.28 -1.50  -0.257
O6 -4.20 6.31 5.03  0.038
C49 4.69 3.18 -2.87  -0.163
C50 -5.04 2.81 5.29  -0.080
C51 -0.45 2.86 -3.69  -0.261
H89 -0.68 1.93 -4.27  0.068
O7 -0.84 4.59 5.89  0.027
H90 -0.86 0.69 5.60  0.071
O8 3.18 5.06 5.88  0.034
H91 0.64 8.53 5.13  0.107
H92 -2.17 2.03 7.01  0.072
F5 2.28 2.21 0.24  0.028
H93 -6.65 6.42 4.53  0.080
H94 5.27 2.12 4.37  0.073
H95 6.19 -3.77 -3.61  0.075
H96 -0.14 4.93 -2.40  0.078
H97 -0.37 6.28 4.97  0.083
H98 -0.19 -4.23 2.18  0.083
N11 -4.36 4.09 5.27  0.019